{
  "formula": "C5H10O2",
  "method": "ωB97M-V/def2-TZVPD",
  "species": ["C", "O", "C", "C", "O", "C", "C", "H", "H", "H", "H", "H", "H", "H", "H", "H", "H"],
  "xyz": [[-0.954748, 0.920371, 1.881216], [-1.029328, 0.132638, 0.719813], [-0.302064, 0.632650, -0.362602], [1.224609, 0.789676, -0.256232], [1.408065, 0.034178, -1.459723], [0.043439, -0.438270, -1.408021], [-0.037327, -1.857741, -0.881872], [0.066302, 0.938313, 2.289957], [-1.274308, 1.956332, 1.696918], [-1.621264, 0.462892, 2.616977], [-0.781357, 1.528218, -0.790072], [1.642809, 0.277630, 0.621254], [1.648883, 1.796562, -0.329149], [-0.443434, -0.332085, -2.384435], [-1.068430, -2.117103, -0.625088], [0.342269, -2.565124, -1.624723], [0.563853, -1.950909, 0.027548]],
  "forces_ev_per_angstrom": [[0.0, 0.2, 0.2], [0.0, -0.1, 0.0], [0.0, 0.1, -0.1], [0.1, 0.2, 0.3], [0.1, 0.0, -0.1], [-0.3, -0.2, -0.1], [0.0, 0.0, 0.0], [-0.1, 0.0, -0.1], [0.0, -0.1, 0.0], [0.1, 0.1, -0.1], [0.0, -0.2, 0.1], [0.0, 0.0, -0.1], [-0.1, -0.1, 0.0], [0.1, 0.0, 0.1], [0.1, 0.0, -0.1], [0.0, 0.1, 0.1], [-0.1, 0.0, -0.1]],
  "multiplicity": 1,
  "relative_energy_kcal_mol": 58.38,
  "smiles": "CO[C@H]1CO[C@H]1C",
  "orbital_gap_ev": 10.584,
  "total_energy_ev": -9440.512
}